{"formula": "C7H10", "method": "ωB97M-V/def2-TZVPD", "molar_mass_g_mol": 94.16, "total_energy_ev": -7415.134, "orbital_gap_ev": 8.470, "lumo_energy_ha": 0.0097, "total_charge": 0, "elements": ["C", "C", "C", "C", "C", "C", "C", "H", "H", "H", "H", "H", "H", "H", "H", "H", "H"], "positions_angstrom": [[-0.5926, -1.0026, 1.6776], [-0.3866, 0.3019, 0.9686], [0.9631, 0.9310, 0.7154], [0.1426, 0.3056, -0.4040], [0.5399, -0.8225, -1.3337], [-0.5136, -0.4112, -2.3598], [-0.6332, 0.8861, -1.6950], [-0.7433, -0.8574, 2.7485], [-1.4745, -1.5050, 1.2623], [0.2668, -1.6653, 1.5322], [-1.1814, 1.0362, 1.1009], [1.0873, 2.0077, 0.8303], [1.8424, 0.3691, 1.0482], [0.2584, 1.4981, -1.6354], [0.3876, -1.8268, -0.9338], [1.5552, -0.7734, -1.7514], [-1.5180, 1.5286, -1.7707]], "forces_ev_per_a": [[0.02, -0.13, 0.16], [-0.26, -0.16, 0.13], [-0.05, 0.09, -0.11], [-0.33, -0.35, 0.22], [-0.02, -0.29, 0.14], [0.31, 0.43, 0.43], [0.21, 0.31, 0.55], [0.01, -0.09, 0.00], [0.11, 0.02, 0.15], [-0.08, 0.08, 0.06], [0.06, -0.17, 0.07], [-0.20, -0.19, -0.12], [-0.30, 0.07, -0.31], [0.46, 0.72, -1.66], [0.05, -0.12, -0.15], [-0.13, 0.02, 0.13], [0.17, -0.23, 0.31]]}

---

{"formula": "CH5N3O2S", "method": "ωB97M-V/def2-TZVPD", "molar_mass_g_mol": 123.14, "total_energy_ev": -20510.030, "orbital_gap_ev": 8.082, "lumo_energy_ha": -0.0125, "total_charge": 0, "elements": ["C", "H", "H", "H", "H", "H", "N", "N", "N", "O", "O", "S"], "positions_angstrom": [[-0.0428, 0.1326, -0.2669], [-0.6499, -1.7317, 0.9552], [-1.4622, 0.5612, 1.2297], [0.1606, -2.0858, -1.0076], [1.2521, 0.3014, -2.4406], [1.0094, 2.4462, 2.0756], [-1.1996, -0.1633, 0.4115], [0.5464, -0.8982, -0.7652], [0.5178, 1.3867, -0.1712], [-1.5022, -1.5297, 0.5342], [1.5842, -0.7849, -1.6018], [-0.2136, 2.3655, 1.0471]], "forces_ev_per_a": [[-1.45, 4.11, 3.94], [-0.56, -1.47, 0.37], [0.86, -2.32, -2.05], [0.29, 5.39, 1.35], [1.35, -3.99, 3.19], [-2.56, -0.28, -2.22], [-1.53, 2.37, 0.65], [0.48, -7.56, -3.02], [-0.83, -2.41, -0.68], [1.06, 0.92, 0.82], [0.15, 5.10, -3.73], [2.73, 0.14, 1.36]]}

---

{"formula": "C2H10NS", "method": "ωB97M-V/def2-TZVPD", "molar_mass_g_mol": 80.18, "total_energy_ev": -14554.119, "orbital_gap_ev": 10.691, "lumo_energy_ha": -0.1319, "total_charge": 1, "elements": ["N", "H", "H", "H", "H", "C", "S", "C", "H", "H", "H", "H", "H", "H"], "positions_angstrom": [[2.4022, 1.1356, 0.5523], [2.8294, 0.7946, -0.3049], [3.0737, 1.0151, 1.3029], [2.3055, 2.1287, 0.3564], [0.3084, -0.1423, -1.3216], [-1.9549, -1.0366, -1.1401], [-0.8412, 0.2902, -0.7785], [-0.4369, -0.0200, 0.9377], [-2.8935, -0.8400, -0.5954], [-1.6020, -1.9844, -0.7325], [-2.2011, -1.1979, -2.1797], [0.6201, -0.2664, 0.9797], [-0.5880, 0.9068, 1.4831], [-1.0219, -0.7833, 1.4406]], "forces_ev_per_a": [[-0.16, 0.13, -0.76], [0.28, -0.22, 0.23], [0.02, 0.11, -0.10], [0.05, 0.04, 0.44], [-0.06, -0.18, -0.10], [-1.02, -1.27, 0.64], [-0.08, 0.25, 0.05], [0.31, 0.17, 0.92], [0.37, 0.32, -0.26], [0.34, 0.14, -0.05], [0.23, 0.49, -0.37], [-0.02, 0.13, 0.01], [0.07, 0.13, -0.11], [-0.34, -0.23, -0.54]]}

---

{"formula": "C4H7N3", "method": "ωB97M-V/def2-TZVPD", "molar_mass_g_mol": 97.12, "total_energy_ev": -8730.042, "smiles": "C/N=C\\[C@H](N)C#N", "orbital_gap_ev": 10.013, "lumo_energy_ha": 0.0235, "total_charge": 0, "elements": ["C", "N", "N", "C", "C", "C", "N", "H", "H", "H", "H", "H", "H", "H"], "positions_angstrom": [[1.9833, 0.8207, 0.2509], [1.4494, -0.1696, -0.6281], [-2.0044, -1.1521, -0.1170], [0.3895, -0.8270, -0.5030], [-0.8693, -0.3001, 0.1683], [-1.0304, 1.0549, -0.4205], [-1.3018, 2.1189, -0.7555], [-1.8258, -2.1153, 0.1388], [-2.8452, -0.8292, 0.3469], [0.2660, -1.7308, -1.0880], [-0.6671, -0.1396, 1.2462], [2.3253, 1.6453, -0.3756], [1.2718, 1.2160, 0.9833], [2.8588, 0.4078, 0.7533]], "forces_ev_per_a": [[-0.77, 0.99, -0.34], [1.34, -2.13, 0.23], [-0.14, 0.17, -0.14], [-0.03, 0.88, -0.47], [0.52, 0.29, 0.53], [-1.13, -0.17, 0.61], [0.29, -0.01, -0.16], [0.05, 0.11, 0.08], [0.10, -0.08, -0.04], [-0.18, -0.12, -0.32], [-0.14, -0.03, -0.26], [0.08, 0.13, 0.18], [0.10, 0.06, 0.15], [-0.09, -0.08, -0.04]]}

---

{"formula": "C3H4N2OS", "method": "ωB97M-V/def2-TZVPD", "molar_mass_g_mol": 116.14, "total_energy_ev": -19035.349, "smiles": "SCc1nnco1", "orbital_gap_ev": 9.563, "lumo_energy_ha": -0.0003, "total_charge": 0, "elements": ["C", "C", "C", "H", "H", "H", "H", "N", "N", "O", "S"], "positions_angstrom": [[0.9477, 0.6530, 0.6508], [-0.0922, -0.3514, 0.3535], [-2.0378, -0.9215, -0.6177], [3.1641, 1.3899, -0.6999], [0.4267, 1.5839, 1.1176], [1.9756, 0.4684, 1.4758], [-3.0384, -0.6848, -1.0788], [-0.2306, -1.6465, 0.2945], [-1.4224, -1.9308, -0.2923], [-1.2869, 0.2801, -0.1757], [1.5941, 1.1596, -1.0278]], "forces_ev_per_a": [[2.75, 1.98, 2.75], [-3.48, -0.37, -1.14], [-0.46, 5.67, 0.48], [-3.72, -0.61, -0.58], [0.85, -1.73, -0.87], [-3.60, -0.18, -2.76], [1.47, -0.63, 0.61], [1.84, 1.51, 0.71], [0.12, -3.32, -0.03], [0.75, -2.78, -0.30], [3.49, 0.46, 1.13]]}

---

{"formula": "C20H34N4O2", "method": "ωB97M-V/def2-TZVPD", "molar_mass_g_mol": 362.52, "total_energy_ev": -31347.829, "smiles": "CN(CCCN1CCCCC1)C(=O)CCc1nnc(C2CCCCC2)o1", "orbital_gap_ev": 9.269, "lumo_energy_ha": 0.0286, "total_charge": 0, "elements": ["C", "N", "C", "O", "C", "C", "C", "N", "N", "C", "O", "C", "C", "C", "C", "C", "C", "H", "H", "H", "H", "H", "H", "H", "H", "H", "H", "H", "H", "H", "H", "H", "C", "H", "H", "C", "H", "H", "C", "N", "C", "C", "C", "C", "C", "H", "H", "H", "H", "H", "H", "H", "H", "H", "H", "H", "H", "H", "H", "H"], "positions_angstrom": [[3.1775, 0.1095, 1.5426], [2.4958, -1.1471, 1.3091], [1.6238, -1.5759, 2.2460], [1.4405, -0.9582, 3.2821], [0.8663, -2.8820, 2.0050], [-0.3212, -2.6732, 1.0459], [-0.9042, -1.3352, 1.3035], [-0.8354, -0.2994, 0.5340], [-1.3841, 0.7331, 1.2124], [-1.7596, 0.2763, 2.3617], [-1.4956, -1.0450, 2.4758], [-2.3431, 0.9948, 3.5209], [-3.5349, 1.8753, 3.1293], [-3.1026, 3.0644, 2.2788], [-2.0540, 3.8903, 3.0157], [-0.8416, 3.0203, 3.3297], [-1.2453, 1.8341, 4.1974], [-0.3779, 1.2008, 4.3958], [-1.6329, 2.1931, 5.1535], [-0.4172, 2.6535, 2.3940], [-0.0787, 3.6050, 3.8473], [-1.7522, 4.7396, 2.4006], [-2.4775, 4.2813, 3.9449], [-2.6760, 2.6967, 1.3453], [-3.9739, 3.6801, 2.0460], [-4.2715, 1.2768, 2.5884], [-4.0034, 2.2353, 4.0487], [-2.6766, 0.2215, 4.2222], [-0.0086, -2.7003, 0.0033], [-1.0721, -3.4476, 1.2142], [1.5227, -3.6724, 1.6418], [0.4814, -3.1749, 2.9838], [2.6827, -1.7070, -0.0100], [2.3127, -2.7315, -0.0318], [3.7593, -1.7405, -0.2142], [1.9688, -0.8800, -1.0875], [2.5469, 0.0118, -1.3274], [1.0027, -0.5601, -0.6950], [1.7772, -1.6798, -2.3758], [1.2056, -0.8562, -3.4216], [1.4451, -1.3892, -4.7498], [1.0214, -0.3727, -5.8059], [-0.4578, -0.0408, -5.6499], [-0.7068, 0.4318, -4.2224], [-0.2152, -0.6158, -3.2293], [-0.3835, -0.2589, -2.2129], [-0.7934, -1.5507, -3.3643], [-0.1625, 1.3604, -4.0468], [-1.7690, 0.6181, -4.0574], [-0.7521, 0.7295, -6.3653], [-1.0560, -0.9335, -5.8502], [1.6116, 0.5349, -5.6717], [1.2246, -0.7743, -6.8004], [2.5139, -1.5976, -4.8521], [0.8959, -2.3371, -4.9119], [2.7561, -2.0297, -2.7186], [1.1574, -2.5760, -2.1755], [3.1047, 0.3455, 2.6023], [2.7168, 0.9155, 0.9689], [4.2252, 0.0135, 1.2566]], "forces_ev_per_a": [[-0.03, 0.13, 0.23], [0.34, 0.10, 0.03], [0.15, -0.49, 0.05], [-0.23, 0.14, 0.31], [0.02, 0.02, 0.11], [-0.02, 0.02, 0.34], [-0.11, 0.19, -0.69], [0.35, -1.18, -0.41], [-0.53, 0.82, 0.68], [-0.09, 0.25, -0.22], [0.01, -0.25, 0.12], [-0.08, -0.11, 0.31], [0.03, -0.09, -0.24], [-0.14, 0.17, 0.17], [0.12, -0.08, -0.25], [-0.06, 0.15, 0.23], [0.16, -0.06, -0.10], [-0.02, -0.02, 0.09], [-0.01, 0.00, 0.07], [0.11, 0.06, 0.01], [0.06, -0.03, -0.03], [-0.02, 0.08, 0.04], [-0.02, 0.08, 0.06], [-0.09, 0.10, -0.05], [-0.01, -0.02, -0.06], [-0.06, -0.02, 0.07], [-0.04, -0.02, 0.04], [0.03, 0.08, -0.08], [-0.07, 0.03, -0.01], [0.06, -0.02, -0.11], [-0.03, -0.03, 0.00], [0.13, 0.06, -0.09], [-0.24, 0.05, -0.34], [0.04, -0.03, 0.03], [-0.08, -0.11, 0.01], [0.04, -0.36, -0.09], [0.00, 0.07, -0.01], [0.13, 0.03, -0.04], [0.13, 0.26, 0.19], [0.04, -0.18, -0.06], [0.19, 0.17, -0.20], [-0.14, -0.29, -0.03], [0.16, 0.23, 0.07], [-0.16, -0.29, -0.03], [-0.06, 0.37, 0.09], [-0.04, -0.08, 0.01], [0.02, -0.01, 0.04], [-0.02, 0.08, 0.05], [-0.02, 0.05, 0.03], [-0.06, -0.04, -0.04], [-0.05, -0.02, -0.04], [0.08, 0.03, -0.03], [0.05, 0.02, -0.03], [-0.06, -0.06, 0.02], [0.04, 0.00, 0.02], [-0.05, -0.07, -0.03], [0.05, -0.01, -0.02], [0.05, 0.04, -0.12], [0.03, 0.06, -0.01], [0.02, 0.01, -0.06]]}

---

{"formula": "C22H26IN4Sm", "method": "ωB97M-V/def2-TZVPD", "molar_mass_g_mol": 623.74, "total_energy_ev": -55202.368, "orbital_gap_ev": [7.255, 7.307], "spin_multiplicity": 6, "lumo_energy_ha": [-0.0003, 0.0001], "total_charge": 0, "elements": ["Sm", "C", "C", "C", "N", "C", "C", "C", "C", "C", "C", "C", "N", "C", "C", "C", "N", "C", "C", "C", "C", "C", "C", "C", "N", "C", "C", "H", "H", "H", "H", "H", "H", "H", "H", "H", "H", "H", "H", "H", "H", "H", "H", "H", "H", "H", "H", "H", "H", "H", "H", "H", "H", "I"], "positions_angstrom": [[0.0181, -0.2718, -0.2189], [3.9605, -1.0541, -0.7524], [3.2553, -1.5147, 0.5323], [2.7937, -0.3919, 1.4925], [1.3461, -0.3287, 1.6603], [0.7661, -0.7096, 2.7928], [1.4006, -1.4664, 3.7956], [1.0636, -1.6775, 5.1276], [0.0719, -1.0886, 5.8835], [-0.8958, -0.2141, 5.3952], [-1.2314, 0.0881, 4.0938], [-0.6915, -0.3911, 2.8667], [-1.3252, -0.4333, 1.7176], [-2.7453, -0.1156, 1.5979], [-2.9940, 0.8639, 0.4437], [-2.0835, 2.0990, 0.4790], [-0.8787, 1.8519, -0.3062], [0.0640, 2.7837, -0.3895], [0.0316, 3.9744, 0.3654], [0.7338, 5.1658, 0.2397], [1.5993, 5.5804, -0.7538], [2.0386, 4.7925, -1.8105], [1.8885, 3.4362, -2.0183], [1.2339, 2.4378, -1.2505], [1.5237, 1.1527, -1.3579], [2.6836, 0.7669, -2.1497], [3.0762, -0.7001, -1.9644], [4.6245, -1.8619, -1.0634], [4.6128, -0.2050, -0.5207], [3.9350, -2.1769, 1.0722], [2.3988, -2.1455, 0.2701], [3.1078, 0.5728, 1.0852], [3.2897, -0.4996, 2.4570], [2.3111, -1.9560, 3.4707], [1.7260, -2.3509, 5.6614], [0.0588, -1.3002, 6.9452], [-1.5213, 0.2586, 6.1453], [-2.0831, 0.7457, 3.9855], [-3.1626, 0.2991, 2.5131], [-3.2866, -1.0427, 1.3957], [-4.0414, 1.1655, 0.4744], [-2.8549, 0.3584, -0.5183], [-1.8426, 2.3265, 1.5250], [-2.6100, 2.9707, 0.0773], [-0.6895, 3.9637, 1.1720], [0.5088, 5.9031, 1.0039], [1.9450, 6.6058, -0.7189], [2.6371, 5.3013, -2.5593], [2.4070, 3.0500, -2.8857], [3.5384, 1.4063, -1.8975], [2.4761, 0.9332, -3.2122], [3.6206, -0.9901, -2.8644], [2.1783, -1.3307, -1.9760], [-0.7375, -2.7109, -1.6647]], "forces_ev_per_a": [[0.06, -0.91, -0.67], [-0.04, 0.03, 0.01], [0.04, 0.06, 0.02], [-0.09, -0.07, -0.09], [0.05, -0.04, 0.22], [-0.04, -0.03, 0.10], [0.03, 0.06, 0.02], [0.04, 0.03, -0.08], [-0.03, 0.02, 0.05], [0.00, 0.00, -0.06], [-0.03, -0.15, 0.02], [0.07, -0.04, 0.12], [-0.05, 0.41, 0.36], [0.09, -0.02, -0.03], [0.13, 0.03, 0.10], [-0.03, -0.02, -0.11], [0.13, 0.25, 0.23], [0.01, 0.17, -0.12], [-0.05, 0.10, -0.08], [-0.07, -0.08, 0.00], [0.03, 0.02, -0.03], [-0.03, -0.03, 0.03], [0.08, -0.01, 0.08], [-0.11, 0.10, -0.04], [0.06, 0.48, 0.16], [-0.01, -0.07, 0.06], [0.00, 0.04, 0.06], [0.00, -0.02, -0.02], [0.02, -0.02, -0.01], [0.00, -0.01, 0.01], [-0.04, -0.05, -0.02], [0.01, 0.03, -0.02], [0.03, 0.06, 0.04], [-0.01, -0.01, 0.02], [0.02, 0.00, -0.01], [0.00, 0.01, -0.02], [-0.01, 0.01, 0.00], [-0.03, 0.01, 0.01], [-0.03, 0.04, 0.04], [-0.02, -0.04, 0.02], [-0.01, -0.01, -0.02], [-0.05, -0.03, -0.09], [0.01, 0.02, 0.04], [0.00, 0.04, -0.01], [0.01, 0.02, 0.01], [-0.01, -0.01, 0.00], [0.00, -0.02, 0.00], [0.01, -0.01, 0.00], [0.02, 0.02, -0.01], [0.04, 0.00, -0.01], [-0.04, 0.00, -0.05], [0.02, 0.01, -0.02], [-0.02, -0.04, -0.02], [-0.14, -0.30, -0.22]]}

---

{"formula": "C2H5IN2", "method": "ωB97M-V/def2-TZVPD", "molar_mass_g_mol": 183.98, "total_energy_ev": -13231.979, "orbital_gap_ev": [6.967, 6.972], "lumo_energy_ha": [-0.0425, -0.0423], "total_charge": 0, "elements": ["C", "C", "N", "N", "I", "H", "H", "H", "H", "H"], "positions_angstrom": [[-0.4174, 1.0368, -0.3589], [-1.2605, 0.3009, 0.5872], [-0.5700, -0.4217, -0.2969], [0.2839, -1.4739, -0.1471], [-4.1655, -0.0293, -0.0125], [-0.8344, 1.5031, -1.2404], [0.4802, 1.5133, 0.0323], [-1.4014, 0.2741, 1.6443], [1.0221, -1.3434, 0.5485], [0.6537, -1.7698, -1.0412]], "forces_ev_per_a": [[0.03, 0.62, -0.39], [-1.00, -1.21, -1.48], [-0.54, 0.93, 0.74], [0.44, -0.67, 0.42], [1.60, 0.31, 0.39], [-0.09, -0.06, -0.02], [0.01, -0.07, 0.13], [-0.04, -0.15, 0.38], [-0.31, 0.15, -0.26], [-0.10, 0.15, 0.11]]}